DFT (ωB97M-V/def2-TZVPD) results for one molecule with the formula C4H12INSi at a distorted geometry.

Calculated values
* Kohn-Sham gap: 8.661 eV
* LUMO: 0.59 eV
* SMILES string: C[Si](C)(C)NCI
* E_HOMO: -8.07 eV
* energy relative to the best compared isomer or geometry (same formula, charge and spin): 0.900 eV

Atoms and positions in Å:
C -1.91600 -0.04418 -1.16479
Si -0.58776 0.22772 0.04103
C -0.16100 2.07659 0.35906
C -0.83992 -0.93051 1.55596
N 1.17313 -0.41388 -1.10922
C 2.16746 -1.19138 -0.55488
I 3.73460 0.17305 0.68601
H -1.73611 0.33133 -2.11522
H -2.13689 -1.10494 -1.12414
H -2.87334 0.37630 -0.71976
H -1.14001 2.71916 0.21421
H -0.14112 2.21455 1.46292
H 0.75480 2.33926 -0.13748
H -1.03556 -0.48250 2.44677
H -1.70008 -1.62422 1.28445
H -0.03963 -1.56464 1.63493
H 1.61479 0.33426 -1.69299
H 1.90031 -1.99332 0.07357
H 2.96233 -1.44265 -1.14043

***

DFT (ωB97M-V/def2-TZVPD) results for one molecule with the formula C18H19ClN4O2S2 at a distorted geometry.

Calculated values
* Kohn-Sham gap: 8.281 eV
* LUMO: 0.44 eV
* SMILES string: CSc1nc(=O)c2sc(N3CCOCC3)nc2n1Cc1cccc(Cl)c1C
* E_HOMO: -7.84 eV
* energy relative to the best compared isomer or geometry (same formula, charge and spin): 1.238 eV

Atoms and positions in Å:
C -1.64301 3.49937 -3.97509
S -1.72448 3.19430 -2.21303
C -1.34041 1.45174 -2.22240
N -1.40798 0.74901 -3.30642
C -1.07946 -0.60355 -3.32076
O -1.38608 -1.29454 -4.22974
C -0.89122 -1.26633 -1.98568
S -0.65627 -2.95195 -1.58760
C -0.53958 -2.32928 0.06026
N -0.27264 -3.13197 1.18518
C 0.00895 -2.58786 2.51359
C -0.88564 -3.34973 3.54864
O -0.70750 -4.74013 3.43900
C -1.18465 -5.25697 2.20404
C -0.37593 -4.60611 1.12938
N -0.73335 -1.02458 0.23758
C -0.94056 -0.46376 -0.89985
N -1.00498 0.88322 -1.00017
C -0.54748 1.62360 0.22844
C 0.90870 1.92228 0.15033
C 1.75973 1.00617 -0.49877
C 3.14819 1.22515 -0.58933
C 3.62150 2.50218 -0.31716
C 2.78061 3.50794 0.05542
Cl 3.36936 5.09476 0.17985
C 1.50185 3.17101 0.53570
C 0.72625 4.33874 1.28395
H -0.74583 3.01093 -4.37399
H -1.61266 4.57413 -4.22929
H -2.50697 3.05806 -4.53841
H -0.12217 -1.48483 2.68087
H 0.99698 -2.88192 2.76069
H -0.59857 -3.01697 4.59506
H -1.97626 -3.13130 3.31672
H -2.25446 -5.20004 1.96962
H -0.95172 -6.31436 2.16457
H -0.86807 -4.88781 0.18105
H 0.60647 -5.04784 1.11272
H -0.80785 1.12794 1.23629
H -1.09908 2.55264 0.23039
H 1.42110 -0.00424 -0.69480
H 3.81867 0.42562 -0.87656
H 4.61908 2.68467 -0.62203
H 1.04140 4.26438 2.32894
H -0.34156 4.32661 1.13022
H 0.87757 5.38159 1.02259

***

DFT (ωB97M-V/def2-TZVPD) results for C40H40BrN11O4Ti as an isolated structure.

Calculated values
* total charge: +1
* Kohn-Sham gap (spin up / spin down): 5.224 / 7.389 eV
* LUMO (spin up / spin down): -3.08 / -3.25 eV
* 2S+1: 2
* E_HOMO (spin up / spin down): -8.31 / -10.64 eV
* energy relative to the best compared isomer or geometry (same formula, charge and spin): 0.844 eV

Atoms and positions in Å:
Ti -0.01821 -0.38179 -0.61345
O 1.53294 2.91975 -4.82663
C 0.40991 3.42492 -4.24628
C -0.23873 4.44183 -4.94002
C -1.36518 5.03303 -4.40173
C -1.86281 4.61824 -3.17043
C -1.22016 3.60119 -2.48889
C -0.08288 2.99118 -3.01515
C 0.60726 1.88744 -2.25425
O -0.25789 1.28587 -1.34216
N 1.75304 2.43138 -1.51608
N 2.03124 1.75653 -0.37198
C 2.85632 2.25156 0.46403
C 3.20557 1.57586 1.71222
Br 1.94634 0.34187 2.40928
C 4.31855 1.82344 2.40785
C 5.41513 2.70121 1.96633
C 6.01927 3.55023 2.89487
C 7.04359 4.39782 2.50852
C 7.49220 4.39528 1.19382
C 6.92164 3.53218 0.27028
C 5.89208 2.68619 0.65498
H 1.86283 2.15060 -4.35081
H 0.15970 4.75059 -5.89712
H -1.86166 5.82571 -4.94599
H -2.74336 5.08430 -2.74950
H -1.59427 3.26272 -1.53007
H 0.96922 1.11508 -2.94917
H 1.80172 3.44258 -1.47747
H 3.34978 3.20564 0.27956
H 4.43055 1.35498 3.37934
H 5.67738 3.55013 3.92293
H 7.49887 5.05815 3.23476
H 8.29631 5.05466 0.89477
H 7.28711 3.50812 -0.74808
H 5.47828 1.98230 -0.05739
C -1.59124 2.97526 1.95432
C -2.87069 2.61090 2.38432
C -3.32166 1.34580 2.12573
C -2.48697 0.44936 1.43366
N -1.27640 0.79980 0.98387
C -0.85407 2.05348 1.26187
N -2.96968 -0.81387 1.21954
C -2.27981 -1.87663 0.73396
N -0.93805 -1.82879 0.44344
C -0.58243 -3.12024 0.01904
N 0.60620 -3.58773 -0.19442
C 1.75047 -2.86758 -0.20586
C 2.93586 -3.62251 -0.03824
C 4.16009 -3.04398 -0.18580
C 4.21448 -1.68894 -0.54119
C 3.04629 -0.99543 -0.64772
N 1.81306 -1.52895 -0.43248
C -1.77386 -3.92884 -0.03787
C -1.95733 -5.25529 -0.42496
C -3.22498 -5.78539 -0.32434
C -4.29095 -5.01589 0.19074
C -4.11766 -3.71243 0.59518
C -2.83256 -3.14891 0.44884
H -1.18367 3.95708 2.14488
H -3.49508 3.31107 2.92373
H -4.29380 1.00595 2.45336
H 0.12146 2.30464 0.88227
H 2.81203 -4.67218 0.18284
H 5.06390 -3.62575 -0.06170
H 5.14954 -1.18732 -0.74372
H 3.06391 0.04199 -0.92481
H -1.12018 -5.83847 -0.78504
H -3.40923 -6.80874 -0.62223
H -5.26828 -5.47234 0.28357
H -4.94094 -3.14449 1.01077
N -2.30692 -0.27893 -1.67206
C -2.27392 -1.08398 -2.89061
C -3.10568 -0.55309 -4.05269
C -4.56716 -0.25937 -3.71684
C -5.33173 -1.42134 -3.07427
N -5.25710 -1.43730 -1.62031
C -5.89931 -0.56942 -0.78279
N -5.60479 -0.56219 0.47926
N -6.78797 0.28591 -1.38502
C -0.81960 -1.26253 -3.30607
O -0.43835 -1.44805 -4.42335
O 0.02488 -1.21370 -2.26191
H -3.19004 -0.42819 -1.19236
H -2.25004 0.71011 -1.89761
H -2.61526 -2.08938 -2.61420
H -3.03801 -1.27834 -4.86625
H -2.63071 0.35463 -4.43734
H -5.07039 0.02875 -4.64164
H -4.64758 0.61062 -3.05940
H -4.94088 -2.38124 -3.41621
H -6.37501 -1.41785 -3.40298
H -4.80687 -2.21259 -1.16017
H -3.99278 -0.90212 1.20853
H -6.22810 0.05380 0.99014
H -7.24730 -0.01064 -2.22967
H -7.36339 0.83241 -0.76745

***

DFT (ωB97M-V/def2-TZVPD) results for C54H60N3O2P2RuSe3 as an isolated structure at a distorted geometry.

Calculated values
* total charge: +1
* Kohn-Sham gap (spin up / spin down): 6.431 / 3.964 eV
* LUMO (spin up / spin down): -3.06 / -5.53 eV
* 2S+1: 5
* E_HOMO (spin up / spin down): -9.50 / -9.49 eV

Atoms and positions in Å:
Ru -0.56699 -0.43828 -0.27577
C 0.69054 -6.35102 4.74024
C 0.01371 -5.01514 5.08150
C 0.60565 -4.45447 6.38303
C -1.48067 -5.27417 5.29355
C 0.26670 -4.03002 3.96010
C -0.76781 -3.40820 3.26665
C -0.47741 -2.55749 2.22805
Se -1.91463 -1.70120 1.26191
C -2.18948 -0.23719 2.49166
C -2.85484 -0.46020 3.67347
C -3.09022 0.60072 4.53948
C -2.57269 1.84706 4.17180
C -1.89752 2.11014 2.99527
C -1.74233 1.04452 2.05664
O -1.27633 1.19092 0.87064
C -1.32606 3.50575 2.77170
C -0.55631 3.65317 1.45908
C -0.35880 3.82164 3.92373
C -2.47737 4.52401 2.77154
C -3.87021 0.43316 5.82681
C -5.05979 1.40407 5.82187
C -2.94706 0.74353 7.01435
C -4.41243 -0.99096 5.98325
C 0.84594 -2.28788 1.76070
O 1.01676 -1.60143 0.70018
C 1.90730 -2.86077 2.53746
C 1.57249 -3.70482 3.57768
C 3.38107 -2.56947 2.28127
C 3.98886 -1.96550 3.55813
C 3.62643 -1.59027 1.13481
C 4.09873 -3.88802 1.95041
H 0.49039 -7.07304 5.52801
H 0.30226 -6.74589 3.80421
H 1.76755 -6.24618 4.64287
H 0.39687 -5.13049 7.20855
H 1.68246 -4.33168 6.30880
H 0.16818 -3.48548 6.61260
H -1.61260 -5.99808 6.09343
H -2.00524 -4.36530 5.57959
H -1.93817 -5.68320 4.39512
H -1.80464 -3.58225 3.50899
H -3.19464 -1.46211 3.88930
H -2.70400 2.67273 4.85070
H 0.24512 2.91957 1.38433
H -1.21216 3.53978 0.60156
H -0.10187 4.64174 1.40900
H 0.45655 3.10144 3.94137
H 0.06265 4.81497 3.78711
H -0.85756 3.79885 4.88782
H -3.18968 4.29975 1.98071
H -3.01091 4.52565 3.71744
H -2.08126 5.52315 2.60847
H -4.73658 2.44051 5.77458
H -5.70253 1.21026 4.96577
H -5.64513 1.27296 6.72834
H -2.60177 1.77355 6.98865
H -3.47493 0.58506 7.95155
H -2.07597 0.09204 6.99661
H -5.07359 -1.24877 5.15811
H -3.60600 -1.71905 6.03617
H -4.98458 -1.06257 6.90440
H 2.38330 -4.14863 4.13131
H 3.48060 -1.04037 3.82110
H 3.91782 -2.64650 4.40078
H 5.04100 -1.74530 3.39334
H 3.11140 -0.64641 1.30246
H 4.69111 -1.37681 1.05567
H 3.29407 -2.00274 0.18703
H 4.03859 -4.59541 2.77225
H 3.66165 -4.35298 1.06965
H 5.14931 -3.69039 1.75381
Se 4.81299 1.46211 -4.06050
P 2.82088 2.08967 -4.43394
C 2.28578 1.55221 -6.09618
C 2.53176 0.22580 -6.43378
C 2.18318 -0.25125 -7.68251
C 1.62158 0.60654 -8.61473
C 1.43854 1.94509 -8.30366
C 1.76787 2.42651 -7.04740
C 2.55180 3.87934 -4.33798
C 1.24222 4.35377 -4.34125
C 1.01310 5.71474 -4.28764
C 2.08187 6.59628 -4.22209
C 3.38321 6.12134 -4.22402
C 3.62396 4.75991 -4.28375
C 1.75471 1.44603 -3.12887
C 0.66881 0.61023 -2.84677
N 0.58918 0.61308 -1.48277
N 1.52977 1.36303 -0.99284
N 2.23932 1.86831 -1.94625
P -0.60352 -0.34974 -3.66886
Se -1.65570 -1.55371 -2.21601
C 0.16959 -1.53176 -4.79169
C -0.61676 -2.18252 -5.73736
C -0.11281 -3.29778 -6.38089
C 1.16350 -3.75575 -6.08059
C 1.94471 -3.10159 -5.14214
C 1.44207 -1.99774 -4.47761
C -1.73492 0.78491 -4.52261
C -1.23357 1.51622 -5.59368
C -2.04944 2.42693 -6.23728
C -3.36035 2.59833 -5.81599
C -3.86408 1.84794 -4.76418
C -3.05163 0.94122 -4.10548
H 3.01594 -0.41725 -5.71332
H 2.36408 -1.28627 -7.93116
H 1.35043 0.23649 -9.59111
H 1.04210 2.61920 -9.04941
H 1.62334 3.47060 -6.81027
H 0.41672 3.65368 -4.38269
H 0.00029 6.08823 -4.28946
H 1.89572 7.65745 -4.16172
H 4.21049 6.81228 -4.17127
H 4.63537 4.37636 -4.27854
H -1.61759 -1.82118 -5.93677
H -0.71968 -3.82398 -7.10170
H 1.54219 -4.64190 -6.56656
H 2.93796 -3.46087 -4.91498
H 2.02297 -1.50218 -3.70993
H -0.21453 1.35171 -5.91141
H -1.66442 2.99798 -7.06946
H -3.99336 3.31881 -6.31026
H -4.89327 1.96763 -4.45798
H -3.43463 0.35090 -3.28343

***

DFT (ωB97M-V/def2-TZVPD) results for one molecule with the formula C20H29N7O at a distorted geometry.

Calculated values
* Kohn-Sham gap: 7.802 eV
* LUMO: 0.01 eV
* SMILES string: CCc1ccc2nc(NC3=NCN(CCN4CCOCC4)CN3)nc(C)c2c1
* E_HOMO: -7.79 eV
* energy relative to the best compared isomer or geometry (same formula, charge and spin): 0.000 eV

Atoms and positions in Å:
C 7.71548 2.96575 1.12449
C 6.36035 3.96881 0.78698
C 5.34694 2.88323 0.45357
C 4.02318 3.47521 -0.01165
C 2.92321 2.74200 -0.36865
C 3.06578 1.40658 -0.45428
N 1.89983 0.65258 -0.68933
C 2.14605 -0.80317 -0.92780
N 1.07015 -1.48931 -1.03530
C -0.36687 -1.14781 -1.63919
N -0.95670 -2.15279 -1.91236
C -2.33238 -1.59908 -2.40458
N -2.70641 -0.57737 -1.78767
C -3.32414 -0.65020 -0.55364
C -4.70524 -1.24069 -0.26643
N -5.38685 -0.87646 0.76775
C -6.79809 -1.02004 0.75783
C -7.49048 -0.69171 2.08133
O -6.88928 -1.20902 3.29141
C -5.54636 -1.16572 3.17234
C -4.87767 -1.38143 1.94539
C -1.84335 0.48469 -2.03924
N -0.50172 0.05343 -1.32193
N 3.28318 -1.33207 -0.65340
C 4.20598 -0.52558 -0.08418
C 5.49014 -1.60993 0.08576
C 4.26041 0.79061 -0.16074
C 5.49598 1.46225 0.48915
H 8.35307 3.74621 1.34946
H 7.46479 2.29471 1.83905
H 8.04123 2.49986 0.22794
H 6.62806 4.22381 -0.03039
H 6.12909 4.44606 1.60521
H 3.79087 4.53813 0.01063
H 1.96807 3.17712 -0.40417
H 1.35583 -2.50626 -1.21322
H -3.15139 -2.46750 -1.90539
H -2.42637 -1.59365 -3.57856
H -3.26968 0.39135 0.11222
H -2.64857 -1.13094 0.29842
H -5.17703 -0.76202 -1.28090
H -4.78000 -2.28714 -0.40676
H -7.12579 -0.59179 0.00167
H -6.93911 -2.14397 0.83052
H -8.52598 -0.79642 2.18346
H -7.15132 0.25753 2.24232
H -5.02265 -1.64492 4.14078
H -5.40105 -0.01599 3.57947
H -3.68294 -1.46436 2.27637
H -4.88903 -2.63354 1.95891
H -2.28962 1.49968 -1.53519
H -1.78491 0.87439 -2.92060
H 0.09625 0.93367 -1.46752
H 5.24256 -2.46774 -0.06928
H 6.39745 -1.29880 -0.44710
H 5.78835 -1.30154 1.31646
H 6.21648 0.91343 0.65674

***

DFT (ωB97M-V/def2-TZVPD) results for a 2-piece molecular cluster, C3H12N overall at a distorted geometry.

Calculated values
* total charge: +1
* Kohn-Sham gap: 10.780 eV
* LUMO: -4.20 eV
* E_HOMO: -14.98 eV
* energy relative to the best compared isomer or geometry (same formula, charge and spin): 1.676 eV

Atoms and positions in Å:
N -1.73409 -1.65795 0.78226
H -0.81360 -1.05628 0.66166
H -1.46667 -2.50776 1.24219
H -2.55811 -1.05650 1.05132
H -1.87077 -1.92540 -0.20795
C -0.18173 1.09939 0.56146
C 0.88700 0.15194 -0.14382
C 1.52159 0.81607 -1.34972
H -0.04644 2.12016 0.45311
H -0.20254 0.61726 1.52611
H -1.14770 0.99253 0.13095
H 0.26183 -0.72009 -0.44897
H 1.50570 -0.05658 0.69304
H 2.21239 0.11138 -1.79911
H 0.65625 1.16645 -2.16150
H 2.24715 1.51609 -1.02424

***

Copy entry 6 word for word.
DFT (ωB97M-V/def2-TZVPD) results for a 2-piece molecular cluster, C3H12N overall at a distorted geometry.

Calculated values
* total charge: +1
* Kohn-Sham gap: 10.780 eV
* LUMO: -4.20 eV
* E_HOMO: -14.98 eV
* energy relative to the best compared isomer or geometry (same formula, charge and spin): 1.676 eV

Atoms and positions in Å:
N -1.73409 -1.65795 0.78226
H -0.81360 -1.05628 0.66166
H -1.46667 -2.50776 1.24219
H -2.55811 -1.05650 1.05132
H -1.87077 -1.92540 -0.20795
C -0.18173 1.09939 0.56146
C 0.88700 0.15194 -0.14382
C 1.52159 0.81607 -1.34972
H -0.04644 2.12016 0.45311
H -0.20254 0.61726 1.52611
H -1.14770 0.99253 0.13095
H 0.26183 -0.72009 -0.44897
H 1.50570 -0.05658 0.69304
H 2.21239 0.11138 -1.79911
H 0.65625 1.16645 -2.16150
H 2.24715 1.51609 -1.02424